Arrangement i

The following is a DFT calculation (the ωB97M-V functional and the def2-TZVPD basis) of a structure of composition C6H20FHfN10O8.

Geometry as XYZ:
```
46
Properties=species:S:1:pos:R:3
Hf 8.453 -26.690 23.460
F 10.348 -27.455 22.543
C 6.009 -26.040 24.434
O 6.089 -26.446 23.143
O 6.603 -26.975 25.096
O 6.906 -25.056 24.384
C 7.526 -28.355 20.497
O 7.921 -27.483 21.262
N 7.158 -28.001 19.217
N 7.411 -29.677 20.668
H 6.746 -28.655 18.580
H 7.047 -27.022 19.022
H 7.160 -30.259 19.894
H 7.610 -30.083 21.564
C 8.183 -23.709 21.893
O 8.562 -24.886 21.994
N 8.470 -22.774 22.802
N 7.161 -23.389 21.052
H 7.970 -21.907 22.858
H 9.137 -23.047 23.503
H 6.993 -24.037 20.306
H 6.611 -22.580 21.267
C 11.390 -24.845 23.839
O 10.271 -25.231 24.197
N 11.844 -24.925 22.568
N 12.249 -24.240 24.694
H 11.656 -25.826 22.138
H 12.589 -24.299 22.326
H 11.883 -23.784 25.513
H 13.232 -24.303 24.506
C 10.115 -27.645 26.376
O 9.377 -27.498 25.389
N 11.307 -28.248 26.324
N 9.886 -27.002 27.532
H 11.874 -28.184 27.151
H 11.736 -28.595 25.483
H 10.596 -26.516 28.055
H 9.062 -26.413 27.535
C 8.491 -30.108 23.856
O 8.068 -28.974 23.610
N 8.151 -30.767 24.972
N 9.493 -30.659 23.110
H 8.880 -31.352 25.352
H 7.561 -30.364 25.681
H 10.004 -30.306 22.322
H 9.495 -31.640 23.353
```

Results
Net charge: +1
Orbital gap, eV: 7.139

***

Arrangement ii

The following is a DFT calculation (the ωB97M-V functional and the def2-TZVPD basis) of a structure of composition C6H20FHfN10O8.

Geometry as XYZ:
```
46
Properties=species:S:1:pos:R:3
Hf -0.086 0.103 0.909
F 0.462 -0.242 -2.237
C -0.772 0.524 4.484
O -1.580 0.865 3.599
O -0.645 -0.658 4.100
O 0.237 0.952 3.924
C 4.361 -1.911 1.973
O 3.396 -1.511 1.322
N 5.058 -2.913 1.444
N 4.691 -1.524 3.174
H 4.708 -3.301 0.579
H 5.837 -3.321 1.941
H 4.072 -0.769 3.433
H 5.452 -1.856 3.750
C -0.747 -4.955 -0.262
O -0.336 -3.834 0.111
N -1.054 -5.929 0.592
N -0.887 -5.276 -1.506
H -1.158 -5.780 1.586
H -0.945 -6.894 0.313
H -0.652 -4.561 -2.180
H -0.974 -6.258 -1.727
C -2.698 4.150 -1.118
O -2.040 3.173 -0.712
N -2.189 4.805 -2.165
N -3.778 4.779 -0.576
H -2.616 5.703 -2.339
H -1.375 4.428 -2.630
H -4.266 5.630 -0.813
H -3.973 4.345 0.315
C 3.734 3.462 -0.231
O 2.826 2.772 0.154
N 4.770 3.842 0.545
N 3.732 3.854 -1.420
H 4.616 3.541 1.497
H 5.534 4.401 0.192
H 4.510 4.395 -1.768
H 2.959 3.653 -2.038
C -4.431 -1.004 -1.732
O -3.475 -0.995 -0.897
N -5.611 -1.012 -1.365
N -4.203 -0.750 -2.943
H -6.049 -1.256 -0.488
H -6.296 -1.079 -2.104
H -3.211 -0.682 -3.118
H -4.908 -1.108 -3.571
```

Results
Net charge: +1
Orbital gap, eV: 4.185

***

Which one is most stable, and which one is least stable? arrangement i is the most stable of them, while arrangement ii is the least stable.